71
Properties=species:S:1:pos:R:3:mulliken_charge:R:1 method="wB97M-V/def2-TZVPD" max_force_ha_per_bohr=0.0197 homo_ha=-0.1098 orbital_gap_ev=6.91 energy_ev=-70340.87593 charge=-2
K -1.43 -0.29 1.60 1.05
O -3.04 -4.73 -4.48 -0.73
C -3.29 -3.52 -4.68 0.40
O -3.67 -2.95 -5.72 -0.75
C -3.03 -2.58 -3.47 0.05
C -3.27 -1.21 -3.59 -0.63
C -3.02 -0.39 -2.50 -0.59
N -2.58 -0.82 -1.32 0.26
C -2.37 -2.14 -1.20 0.96
C -2.56 -3.03 -2.25 -0.58
C -1.93 -2.59 0.19 -0.10
O -0.85 -3.20 0.30 -0.74
O -2.67 -2.20 1.14 -0.94
H -3.65 -0.83 -4.53 0.45
H -3.17 0.69 -2.58 0.46
H -2.35 -4.09 -2.12 0.56
C 1.36 -0.97 -3.21 -1.89
C 2.02 -0.98 -1.82 1.86
C 3.51 -0.65 -1.93 -1.68
C 1.89 -2.40 -1.26 -1.82
P 1.00 0.12 -0.67 0.84
C 2.00 0.01 0.86 0.90
C 3.08 0.80 1.23 -0.06
C 3.73 0.62 2.44 -0.70
C 3.31 -0.38 3.31 -0.58
C 2.25 -1.20 2.95 -0.90
C 1.59 -0.99 1.75 -1.06
C 1.07 1.92 -1.27 1.99
C 0.71 2.80 -0.06 -1.90
C 2.34 2.46 -1.93 -1.99
C -0.10 2.04 -2.27 -1.92
H 1.80 -1.75 -3.83 0.51
H 1.51 -0.02 -3.72 0.29
H 0.28 -1.16 -3.13 0.35
H 4.00 -1.43 -2.52 0.53
H 3.97 -0.64 -0.94 0.27
H 3.70 0.30 -2.41 0.25
H 2.34 -3.11 -1.96 0.55
H 0.85 -2.69 -1.09 0.29
H 2.42 -2.50 -0.31 0.31
H 3.42 1.59 0.57 -0.12
H 4.54 1.27 2.72 0.39
H 3.81 -0.52 4.26 0.35
H 1.91 -1.99 3.62 0.47
H 0.76 -1.65 1.48 0.74
H 1.47 2.82 0.71 0.43
H -0.21 2.45 0.42 0.20
H 0.54 3.82 -0.41 0.58
H 3.21 2.37 -1.28 0.24
H 2.20 3.52 -2.15 0.51
H 2.55 1.95 -2.87 0.37
H -1.03 1.68 -1.82 0.23
H 0.07 1.46 -3.18 0.33
H -0.23 3.09 -2.55 0.54
N -5.26 -0.65 0.84 -0.66
N -4.99 0.65 1.37 -0.55
H -4.42 -1.23 0.86 0.45
H -5.49 -0.52 -0.14 0.32
H -4.02 0.91 1.23 0.22
H -5.10 0.58 2.38 0.30
O 1.78 3.05 3.24 -0.65
C 0.80 2.49 3.71 0.21
C 0.59 2.35 5.23 -0.54
C -0.78 1.70 5.34 -0.45
C -1.16 1.49 3.86 0.29
O -2.23 0.96 3.54 -0.80
N -0.21 1.91 3.01 0.07
H 0.66 3.34 5.70 0.29
H 1.40 1.74 5.63 0.17
H -1.53 2.33 5.81 0.26
H -0.78 0.74 5.84 0.24